Entry 1:
This record from the OMol25 dataset describes a molecular structure, C18H22F6N2OSbY. The level of theory is the ωB97M-V functional and the def2-TZVPD basis.

Last column: Mulliken charge in e.
Atoms and positions in Å:
F 1.67 5.27 -0.48  -0.484
O 1.62 -0.21 0.90  -0.282
F 1.07 2.97 -1.87  -0.723
H -0.12 -1.92 2.37  0.250
H -4.21 2.93 0.88  0.384
F 3.54 4.17 -2.18  -0.496
C 1.59 -2.32 -1.52  1.324
H -5.96 0.75 -0.44  0.415
C -1.44 0.89 -0.14  -1.616
H 5.20 -1.19 -2.44  0.437
C 2.08 -0.18 2.08  0.609
H -3.78 2.02 2.33  0.360
C 1.81 -1.23 -2.42  0.362
C 0.26 -2.72 -1.21  -0.837
H -4.06 -1.38 0.75  0.322
H 3.72 0.34 3.21  0.191
H 0.12 -3.54 -0.53  0.454
C 3.13 -0.83 -2.73  -0.752
Y 0.75 0.92 -0.74  1.904
C -4.90 0.79 -0.72  -1.579
C -4.04 0.79 0.55  2.127
C -4.39 2.01 1.42  -1.609
F 3.05 1.78 -0.97  -0.637
H 1.69 -0.54 4.02  0.213
H 4.84 -3.08 -0.87  0.440
H -4.68 -0.08 -1.34  0.334
C -0.64 -1.02 -2.67  -0.833
F 3.82 3.87 0.58  -0.517
H -4.74 1.69 -1.30  0.380
H -0.63 -0.22 2.32  0.066
Sb 2.53 3.66 -0.73  2.451
H -0.54 -1.08 3.87  0.384
F 1.36 2.76 0.57  -0.722
H -5.34 -0.55 1.64  0.407
N 1.31 -0.54 3.09  -0.228
N 3.35 0.19 2.29  -0.414
C -2.62 0.84 0.17  0.377
C 4.19 -1.49 -2.18  -0.487
H -3.68 -0.53 2.25  0.337
C 0.63 -0.64 -2.92  -0.005
C -0.08 -0.96 2.90  -0.655
H 3.87 0.55 1.50  0.225
C 3.98 -2.57 -1.29  -0.660
H -1.83 -2.40 -1.49  0.419
C 2.72 -2.97 -0.97  -0.775
H -1.50 -0.54 -3.13  0.416
H -5.44 1.96 1.70  0.410
H 2.56 -3.80 -0.29  0.448
C -4.29 -0.50 1.35  -1.447
H 3.28 -0.01 -3.42  0.558
C -0.82 -2.09 -1.75  -0.245

Values from the calculation:
* 2S+1: 2
* charge: +1
* E_HOMO (spin up / spin down): -11.93 / -11.93 eV
* ⟨S²⟩: 0.76
* gap between HOMO and LUMO (spin up / spin down): 0.3138 / 0.2662 hartree
* LUMO level (spin up / spin down): -3.39 / -4.68 eV



Entry 2:
This record from the OMol25 dataset describes a molecular structure, C18H22FeO4. The level of theory is the ωB97M-V functional and the def2-TZVPD basis.

Last column: Mulliken charge in e.
Atoms and positions in Å:
C 4.53 -1.90 -1.39  -0.606
O 1.39 -0.27 -4.48  -0.339
H 0.10 -1.85 -2.32  0.384
H -0.15 -0.24 -1.55  0.381
C 1.44 -1.45 -0.72  0.079
H 1.87 0.57 -0.07  0.309
H 5.63 -0.15 -0.49  0.470
H -5.25 1.38 4.07  0.419
O 2.99 2.52 -1.80  -0.382
H 1.80 -2.50 -0.67  0.401
Fe 3.25 -0.42 -2.06  0.319
H -3.59 2.53 1.00  0.391
C -1.28 0.53 1.12  -0.534
C -2.38 0.87 0.28  0.547
H 3.72 -3.09 -3.12  0.469
C 4.13 -2.16 -2.74  -0.632
C 5.09 -0.03 -2.68  -0.693
C 3.19 1.39 -1.95  0.386
H -6.02 1.50 2.46  0.416
C -5.10 1.71 3.02  -1.952
H -5.14 -0.74 1.88  0.421
O -0.38 0.37 3.28  -0.578
H 4.48 -2.61 -0.58  0.560
C 0.12 -1.29 -1.36  -1.628
H -2.53 2.37 3.21  0.403
H 4.41 -0.94 -4.62  0.655
H 3.09 -0.65 0.48  0.363
O -2.36 0.75 -0.95  -0.571
H -4.93 2.79 3.02  0.406
C 2.12 -0.22 -3.57  0.247
H -4.54 1.17 0.35  0.389
C -3.90 0.96 2.40  1.581
H -2.73 0.90 4.20  0.380
C -4.21 -0.55 2.44  -1.680
H -0.69 -1.72 -0.74  0.408
C 4.46 -1.00 -3.54  -0.825
H 5.56 0.88 -3.01  0.582
H -0.33 0.26 0.66  0.663
C -1.33 0.68 2.54  0.307
H -3.40 -1.13 1.99  0.383
H -4.35 -0.86 3.48  0.418
C 2.31 -0.42 -0.27  -0.387
C -3.66 1.43 0.95  -0.971
C -2.61 1.26 3.17  -0.922
C 5.14 -0.60 -1.35  -0.440

Values from the calculation:
* 2S+1: 5
* E_HOMO (spin up / spin down): -5.79 / -8.11 eV
* ⟨S²⟩: 6.14
* gap between HOMO and LUMO (spin up / spin down): 0.2341 / 0.2014 hartree
* LUMO level (spin up / spin down): 0.58 / -2.63 eV



Entry 3:
This record from the OMol25 dataset describes a molecular structure, C18H22FeO8. The level of theory is the ωB97M-V functional and the def2-TZVPD basis.

Last column: Mulliken charge in e.
Atoms and positions in Å:
C -0.92 1.12 3.51  -0.139
H -1.86 -1.31 0.39  0.711
H 3.54 -3.68 1.98  0.301
H 3.88 -2.91 3.54  0.306
C 4.41 -1.72 1.82  -0.222
H 2.05 2.88 1.66  0.322
C -3.08 1.99 -1.79  0.138
H -0.62 0.84 0.44  0.423
C 3.12 0.05 1.14  0.350
H -2.11 -2.59 -1.76  0.516
C -1.14 0.49 -2.85  -0.638
H -1.17 1.10 -3.75  0.642
C 1.88 0.81 1.25  0.646
O 0.08 1.43 2.52  -0.261
O 0.66 -0.75 2.66  -0.608
H -2.21 2.73 2.89  0.285
H 2.78 2.29 0.13  0.377
H -0.13 -2.91 -4.67  0.282
C -0.61 -2.02 -5.08  -0.745
H 0.02 1.94 -1.68  0.353
H 0.13 -1.24 -5.32  0.309
C -3.92 0.05 -3.15  0.125
O -3.52 3.07 -1.79  -0.370
C -1.51 -0.87 -0.54  -1.492
O -4.76 0.07 -3.94  -0.381
C 0.88 0.37 2.22  0.722
H 5.13 -1.09 2.35  0.302
O 3.12 -1.09 1.83  -0.172
O -1.61 -1.53 -4.17  -0.400
H 5.21 -3.55 2.56  0.401
H 0.79 0.38 -1.91  0.434
C -4.17 0.00 -0.66  0.282
H 4.75 -1.87 0.79  0.312
C -1.68 -1.59 -1.75  -0.410
C -1.36 -0.93 -2.95  0.058
H -1.03 3.18 4.15  0.291
C -0.20 0.86 -1.74  -0.899
O -5.16 0.04 -0.05  -0.360
H -2.43 2.17 4.57  0.407
H -0.41 0.76 4.42  0.365
C 1.91 2.19 0.80  -1.208
O 4.09 0.42 0.47  -0.649
C -1.69 2.38 3.79  -1.221
C 4.25 -3.04 2.52  -1.226
H -1.57 0.32 3.13  0.230
Fe -2.82 0.26 -1.79  0.624
H 1.00 2.48 0.26  0.175
H -1.19 -2.28 -5.97  0.260
C -0.77 0.31 -0.50  0.451

Values from the calculation:
* 2S+1: 5
* E_HOMO (spin up / spin down): -5.71 / -8.49 eV
* ⟨S²⟩: 6.15
* gap between HOMO and LUMO (spin up / spin down): 0.2271 / 0.2360 hartree
* LUMO level (spin up / spin down): 0.47 / -2.07 eV



no.,strongest force on any atom (Eh/bohr),electronic energy (eV)
1,0.006,-47935.3122
2,0.090,-61593.8541
3,0.109,-69783.6257